1.
Here is C16H43InNO6 as an isolated structure from the OMol25 dataset. Energies are from wB97M-V/def2-TZVPD.

Structure (XYZ):
```
67
Properties=species:S:1:pos:R:3:forces:R:3
O -0.464 -0.942 5.943 0.091 -0.214 0.195
C 0.179 -1.079 4.948 -0.014 0.322 -0.153
N 0.830 -1.177 3.948 -0.069 -0.090 0.085
In -0.251 -0.447 2.120 -0.230 0.158 -0.372
H -0.431 1.318 2.271 0.165 -0.049 0.147
H -1.856 -1.174 2.195 0.142 -0.124 0.118
H 0.729 -0.917 0.762 0.081 0.089 0.120
C -3.342 4.038 0.952 0.060 -0.005 0.132
C -2.985 2.706 0.306 -0.247 0.185 -0.115
C -3.398 2.679 -1.160 0.090 -0.206 -0.032
O -3.593 1.636 1.013 0.065 -0.107 0.037
H -4.424 4.199 0.915 0.003 0.016 -0.075
H -3.038 4.038 1.999 0.038 -0.010 -0.013
H -2.852 4.872 0.445 -0.011 0.000 -0.009
H -1.911 2.536 0.393 -0.012 -0.087 0.082
H -4.478 2.805 -1.258 0.004 0.111 0.022
H -3.132 1.720 -1.607 0.063 0.010 0.023
H -2.912 3.477 -1.725 -0.027 0.015 -0.003
H -4.549 1.745 0.969 -0.001 0.042 -0.032
C -6.960 6.574 -3.336 -0.027 0.024 0.136
C -5.636 5.844 -3.164 -0.186 -0.067 -0.311
C -4.914 5.679 -4.493 0.129 -0.037 0.049
O -5.843 4.574 -2.555 0.007 0.088 0.131
H -7.623 6.004 -3.993 0.035 0.018 -0.055
H -7.461 6.684 -2.374 0.022 0.013 0.007
H -6.815 7.565 -3.769 -0.001 -0.006 -0.016
H -5.001 6.398 -2.471 0.007 -0.065 0.059
H -5.521 5.084 -5.182 -0.042 0.050 -0.011
H -3.968 5.157 -4.350 0.004 0.017 0.017
H -4.713 6.645 -4.959 -0.015 0.000 -0.008
H -6.401 4.049 -3.138 0.009 -0.007 -0.014
C 5.712 -2.599 5.054 0.052 -0.171 -0.042
C 5.229 -2.115 3.693 -0.287 0.115 0.301
C 4.778 -0.665 3.757 -0.015 0.061 -0.188
O 4.168 -2.933 3.214 0.248 -0.256 0.003
H 4.900 -2.537 5.783 0.002 0.068 -0.002
H 6.030 -3.642 4.999 0.015 0.008 -0.014
H 6.548 -1.997 5.416 -0.010 0.017 0.004
H 6.034 -2.228 2.962 -0.025 -0.019 -0.042
H 3.940 -0.567 4.451 0.006 0.029 0.008
H 4.424 -0.344 2.777 -0.022 0.018 0.012
H 5.585 -0.001 4.074 0.010 -0.038 0.038
H 3.411 -2.836 3.806 -0.130 0.204 -0.161
C 2.559 -5.480 0.813 0.059 0.061 0.140
C 1.121 -4.978 0.773 0.215 -0.096 -0.353
C 0.230 -5.906 -0.045 -0.121 0.018 0.056
O 1.074 -3.662 0.256 -0.125 -0.144 0.194
H 2.973 -5.513 -0.200 -0.043 -0.054 -0.020
H 3.177 -4.803 1.405 -0.025 0.006 0.017
H 2.623 -6.482 1.244 0.000 -0.009 -0.021
H 0.733 -4.906 1.791 -0.013 0.066 0.002
H 0.582 -5.951 -1.080 0.052 -0.032 0.016
H -0.794 -5.530 -0.058 0.003 0.007 0.024
H 0.225 -6.920 0.362 0.012 -0.004 -0.011
H 1.407 -3.658 -0.648 -0.022 0.194 -0.020
C 3.128 -0.031 -2.929 -0.008 0.087 0.111
C 2.963 -1.410 -2.306 -0.038 0.081 -0.344
C 3.444 -2.505 -3.250 -0.009 -0.095 0.087
O 1.610 -1.624 -1.938 0.054 -0.256 0.055
H 2.528 0.047 -3.841 0.041 -0.038 -0.033
H 2.782 0.736 -2.236 0.012 -0.017 0.022
H 4.171 0.171 -3.184 -0.004 -0.008 -0.013
H 3.527 -1.459 -1.374 -0.080 -0.011 0.058
H 2.854 -2.497 -4.172 0.029 0.051 -0.021
H 3.322 -3.486 -2.788 0.025 0.008 0.020
H 4.495 -2.374 -3.513 -0.003 0.006 -0.007
H 1.062 -1.587 -2.730 0.010 0.056 -0.011
```
Forces are in eV/Å.

highest occupied orbital energy	-4.7	eV
total charge	-1
orbital gap	6.9	eV


2.
Here is one molecule with the formula C5H7P at a distorted geometry from the OMol25 dataset. Energies are from wB97M-V/def2-TZVPD.

Structure (XYZ):
```
13
Properties=species:S:1:pos:R:3:forces:R:3
C -1.468 1.296 -0.007 0.145 -0.078 0.098
C -0.189 0.634 -0.125 -1.371 -1.760 -0.031
C -2.708 0.821 0.117 -0.870 -2.630 -0.164
C 0.016 -0.690 -0.202 0.991 -1.031 -0.360
C 1.493 -1.084 0.154 -0.787 -3.858 -2.638
P -3.374 -0.805 0.000 0.380 -0.334 -0.149
H -1.475 2.307 0.206 0.682 2.239 0.198
H 0.753 1.098 0.033 0.149 1.400 0.264
H -3.588 1.343 0.447 0.119 1.445 -0.036
H 2.251 -1.055 -0.698 -1.211 0.358 0.685
H 1.456 -2.221 0.337 0.260 1.603 0.166
H 1.960 -0.621 0.979 -0.029 0.769 1.048
H -0.749 -1.527 -0.519 1.543 1.877 0.920
```
Forces are in eV/Å.

highest occupied orbital energy (spin up / spin down)	-7.7 / -7.6	eV
orbital gap (spin up / spin down)	6.5 / 6.3	eV
energy above the lowest of the compared OMol25 structures with the same formula, charge and spin	72.2	kcal per mole


3.
Here is C34H63BeBr2N3O5 as an isolated structure at a distorted geometry from the OMol25 dataset. Energies are from wB97M-V/def2-TZVPD.

Structure (XYZ):
```
108
Properties=species:S:1:pos:R:3:forces:R:3
C 1.135 -2.904 6.530 -0.448 0.464 -0.222
C -0.252 -3.401 6.103 0.037 0.534 0.303
C -0.640 -3.136 4.635 0.022 -0.273 -0.154
C 0.527 -3.194 3.627 1.044 0.201 -0.118
C 1.254 -1.822 3.518 -1.178 -0.505 0.017
C 0.119 -3.748 2.224 0.615 -0.207 2.546
C -1.082 -2.850 1.795 -0.356 -0.626 -1.439
C -2.474 -3.506 1.903 -0.625 -0.486 0.081
C -3.078 -3.882 0.541 1.307 1.459 0.603
N -3.490 -2.655 -0.166 -0.994 -0.362 1.496
N -0.123 -5.175 2.493 -1.185 0.070 -0.557
C 0.105 -6.010 1.423 0.553 1.118 -0.501
O -0.034 -7.187 1.342 -0.410 -0.502 0.071
C 0.560 -4.999 0.312 0.232 -0.304 -0.197
C 1.114 -5.524 -0.958 0.128 -0.760 -0.516
C 0.358 -6.510 -1.619 -0.268 0.114 -0.004
C 0.756 -7.043 -2.824 0.160 0.083 0.054
C 1.964 -6.626 -3.401 0.053 0.038 -0.106
C 2.737 -5.658 -2.773 -0.256 -0.107 0.056
C 2.304 -5.108 -1.582 0.233 0.353 0.276
C 1.226 -3.880 1.125 -1.014 0.986 -0.406
C 2.694 -4.023 1.579 0.631 0.216 -0.665
Br 3.318 -5.870 1.347 -0.786 -0.272 0.570
C 3.638 -2.956 0.853 0.554 -1.101 1.000
C 3.961 -1.746 1.741 -0.231 0.195 -0.795
Br 5.375 -3.826 0.525 0.207 0.767 -0.567
H 1.947 -3.424 6.025 0.064 -0.162 0.277
H 1.208 -2.971 7.613 0.298 -0.280 -0.044
H 1.242 -1.841 6.297 -0.005 -0.016 -0.007
H -0.373 -4.446 6.392 0.090 -0.089 -0.304
H -0.972 -2.852 6.716 -0.081 -0.144 0.016
H -1.422 -3.863 4.381 0.003 0.007 0.012
H -1.114 -2.152 4.559 -0.007 -0.005 0.042
H 1.249 -3.904 4.036 -0.084 -0.144 -0.167
H 2.190 -1.854 4.062 0.063 0.277 -0.084
H 0.596 -1.067 3.949 0.304 0.232 0.050
H 1.396 -1.558 2.472 0.298 0.101 0.069
H -1.113 -1.891 2.303 0.291 -0.058 0.151
H -0.939 -2.617 0.731 -0.027 0.252 0.082
H -3.162 -2.740 2.352 -0.137 0.025 0.203
H -2.535 -4.373 2.561 0.183 0.068 0.046
H -4.043 -4.423 0.676 -0.324 -2.284 0.061
H -2.441 -4.518 -0.071 -0.455 -0.396 -0.012
H -2.763 -2.401 -0.830 -0.737 0.283 -0.761
H -3.492 -1.894 0.516 0.888 1.034 -0.141
H -0.841 -5.439 3.151 0.419 -0.280 0.335
H -0.435 -4.618 0.003 0.111 0.184 0.095
H -0.575 -6.850 -1.186 0.060 -0.044 0.093
H 0.138 -7.780 -3.316 0.049 -0.044 -0.015
H 2.297 -7.036 -4.344 -0.063 -0.085 0.010
H 3.671 -5.337 -3.211 -0.004 0.047 0.006
H 2.922 -4.348 -1.129 -0.038 -0.035 0.024
H 1.186 -2.982 0.495 0.054 0.080 0.154
H 2.848 -3.839 2.636 -0.346 -0.150 0.069
H 3.226 -2.647 -0.103 0.131 -0.085 -0.075
H 4.951 -1.383 1.480 0.013 0.040 0.133
H 3.279 -0.927 1.506 -0.127 -0.025 0.318
H 3.931 -1.996 2.796 0.094 0.043 0.014
C -5.002 1.274 -1.725 -0.062 0.094 -0.032
C -5.485 2.042 -0.498 -0.009 -0.249 -0.249
C -4.347 2.389 0.472 -0.188 0.056 -0.115
C -3.703 1.171 0.958 0.054 0.520 0.037
N -3.182 0.222 1.341 -0.114 -0.914 -0.063
H -4.570 0.308 -1.450 0.054 0.009 0.011
H -5.834 1.077 -2.401 0.016 0.011 -0.012
H -4.248 1.842 -2.273 0.033 -0.043 0.012
H -6.244 1.452 0.020 -0.030 0.107 0.074
H -5.963 2.967 -0.819 0.037 0.045 0.109
H -4.733 2.948 1.324 0.100 -0.054 0.086
H -3.590 3.005 -0.025 0.098 -0.072 0.004
C -1.203 5.963 -0.617 -0.018 -0.095 0.230
C -0.947 4.793 -1.552 -0.146 0.684 -0.273
C -0.526 5.268 -2.930 0.076 -0.221 -0.266
O -2.136 3.994 -1.664 -0.105 -0.476 0.288
H -2.009 6.594 -1.002 0.073 0.031 -0.099
H -1.514 5.608 0.368 0.061 -0.008 0.013
H -0.307 6.574 -0.501 -0.003 0.005 -0.044
H -0.173 4.150 -1.131 -0.140 -0.166 0.000
H -1.312 5.877 -3.387 0.006 0.094 0.116
H -0.356 4.417 -3.593 0.042 -0.043 0.073
H 0.387 5.862 -2.880 -0.023 0.050 0.106
H -2.829 4.553 -2.036 0.110 0.085 -0.090
Be -4.837 -3.301 1.119 1.132 1.130 -1.418
C 3.069 9.516 -2.266 0.155 -0.050 0.095
C 3.267 8.677 -3.523 -0.189 0.029 -0.074
C 3.040 7.268 -2.996 0.143 -0.074 0.121
O 2.103 7.378 -1.913 0.039 0.115 -0.134
C 1.953 8.763 -1.560 -0.175 0.028 -0.046
H 2.817 10.555 -2.467 -0.025 -0.011 -0.009
H 3.977 9.496 -1.660 -0.016 0.023 0.011
H 2.503 8.929 -4.263 0.043 -0.002 -0.037
H 4.242 8.803 -3.988 0.002 -0.014 0.009
H 3.966 6.838 -2.601 0.025 -0.008 -0.076
H 2.640 6.593 -3.756 -0.037 -0.037 0.052
H 0.969 9.098 -1.905 0.010 0.071 0.039
H 1.994 8.866 -0.476 -0.019 -0.091 0.008
C -0.075 1.032 -1.430 -0.130 0.009 -0.009
C 0.554 0.755 -2.784 0.305 0.239 0.258
O 1.040 1.957 -3.363 -0.183 -0.108 -0.102
H -0.895 1.745 -1.531 -0.032 -0.038 -0.032
H -0.460 0.114 -0.974 0.030 -0.002 0.054
H 0.658 1.477 -0.751 0.015 -0.108 0.049
H -0.180 0.334 -3.471 0.048 0.094 -0.109
H 1.385 0.045 -2.689 -0.125 -0.139 0.000
H 1.697 2.325 -2.763 0.041 0.062 -0.078
O -0.087 7.498 -5.542 0.040 -0.040 0.098
H 0.128 6.560 -5.555 -0.002 0.003 -0.060
H 0.263 7.809 -4.701 -0.020 0.035 -0.006
```
Forces are in eV/Å.

highest occupied orbital energy	-12.4	eV
total charge	+2
orbital gap	1.1	eV